{
  "formula": "C28H71NO10PS",
  "method": "ωB97M-V/def2-TZVPD",
  "symbols": ["S", "P", "O", "O", "O", "O", "O", "O", "O", "O", "O", "O", "N", "C", "C", "C", "C", "C", "C", "C", "C", "C", "C", "C", "C", "C", "C", "C", "C", "C", "C", "C", "C", "C", "C", "C", "C", "C", "C", "C", "C", "H", "H", "H", "H", "H", "H", "H", "H", "H", "H", "H", "H", "H", "H", "H", "H", "H", "H", "H", "H", "H", "H", "H", "H", "H", "H", "H", "H", "H", "H", "H", "H", "H", "H", "H", "H", "H", "H", "H", "H", "H", "H", "H", "H", "H", "H", "H", "H", "H", "H", "H", "H", "H", "H", "H", "H", "H", "H", "H", "H", "H", "H", "H", "H", "H", "H", "H", "H", "H", "H", "H"],
  "positions_angstrom": [[-0.11067, 0.73748, 1.22653], [-0.17148, 1.72767, -0.44681], [-0.07525, 0.56478, -3.03503], [0.63065, 3.27788, -0.11526], [3.74572, -1.05751, 1.44336], [-5.08385, -0.84830, 0.26544], [1.53980, -6.37201, 3.27307], [-1.77070, 2.11332, -1.02044], [-8.19905, -2.43045, -1.51313], [-1.91725, -3.77124, 6.18964], [5.41853, 6.25319, -5.80788], [1.65168, 5.83067, -2.39172], [1.11001, -1.74069, -1.41625], [-9.59527, -2.41672, -1.79879], [-1.43407, -3.04072, 7.31397], [-1.06720, -1.63086, 6.87884], [-5.21874, 0.43136, -0.34734], [3.06503, 7.43184, -1.28828], [-10.27302, -1.35391, -0.94869], [5.38052, -0.61829, 3.15022], [5.08076, -1.34678, 1.84983], [3.91990, 6.00334, -3.16899], [-4.68221, 0.36841, -1.76854], [6.81256, 6.54804, -5.83868], [0.80145, 0.86123, -1.89656], [-0.43408, -4.33797, -0.99578], [1.75031, -0.37360, -1.39019], [-10.17785, -3.79531, -1.53096], [2.38985, -4.23164, 3.96226], [2.02298, -5.64150, 4.39739], [-2.49762, -3.02635, 8.40034], [-0.38140, -1.64654, -1.64184], [6.04356, -0.93319, 0.74820], [0.95942, -5.62713, 5.48377], [7.01182, 7.99834, -6.24917], [-6.68040, 0.84922, -0.32474], [-1.07131, -3.14529, -1.92071], [-0.61272, -0.79568, -3.02035], [-0.20985, -4.30347, 0.47486], [2.99049, 6.07380, -1.96780], [7.50705, 5.59889, -6.80224], [8.58409, 5.78975, -6.83680], [-9.83520, -0.36890, -1.14294], [3.84654, 5.02475, -3.65537], [0.69641, -6.64877, 5.77830], [-8.08729, -2.65021, -0.57323], [-6.81551, 1.83743, -0.77535], [-9.67215, -4.55179, -2.14053], [-1.77972, -0.83603, -3.26530], [6.58809, 8.18640, -7.24214], [5.14743, -2.42835, 2.01000], [5.27524, 0.46537, 3.02568], [4.67213, -0.91661, 3.93052], [-2.76064, -4.04799, 8.69487], [-2.71105, -3.31999, 5.85732], [5.06390, 6.38630, -6.70269], [-0.54028, -3.55703, 7.68067], [-11.34656, -1.30746, -1.15656], [-2.22069, -3.05935, -1.65222], [-1.93768, -1.10936, 6.46524], [1.40290, -2.28282, -0.57415], [2.71096, -0.38754, -2.07827], [7.20226, 6.39512, -4.82643], [-11.24842, -3.82201, -1.75635], [4.07984, 7.64208, -0.93641], [-10.13200, -1.55720, 0.11888], [-0.16492, -5.35704, -1.55586], [3.25498, 5.28864, -1.25123], [3.67714, -0.09908, 1.29883], [1.55195, 1.70820, -2.27718], [-4.75737, 1.34215, -2.26232], [1.51937, -3.71014, 3.54867], [2.78009, -3.64835, 4.80198], [2.91677, -6.15781, 4.76409], [-4.62420, 1.13995, 0.23946], [1.40815, 6.52319, -3.02835], [5.96178, 0.13923, 0.53845], [-5.23328, -0.36880, -2.36319], [3.64536, 6.75124, -3.92134], [7.34475, 4.55835, -6.50138], [1.51757, -2.24714, -2.25873], [2.76017, 8.23047, -1.97396], [-0.67696, -1.04757, 7.71856], [-0.09545, -1.39407, -3.91065], [-2.44815, 2.08165, -0.28298], [6.49626, 8.66937, -5.55376], [-7.30239, 0.12904, -0.86822], [0.97502, 3.67374, -0.96863], [2.38187, 7.47221, -0.43309], [-0.98489, -1.22207, -0.70444], [7.07864, -1.15728, 1.02394], [-1.05222, -4.24249, 1.28971], [2.16395, -0.21308, -0.28265], [-10.03344, -4.08517, -0.48412], [3.14717, -4.25783, 3.17146], [6.39585, -0.83287, 3.49798], [1.30675, -5.08555, 6.36916], [-5.60859, -1.48407, -0.24898], [0.03815, -5.15508, 5.12414], [4.96024, 6.17066, -2.87346], [-2.15030, -2.48477, 9.28573], [5.80814, -1.45611, -0.18492], [0.74600, -5.92077, 2.94075], [8.07411, 8.26116, -6.26725], [-7.05644, 0.87825, 0.70358], [-0.30988, -1.65705, 6.08803], [-1.00843, -3.42534, -3.05725], [7.10089, 5.70182, -7.81476], [-9.71028, -2.16826, -2.85943], [-3.41890, -2.55430, 8.04071], [-3.63293, 0.05444, -1.77015], [0.90721, -4.40175, 0.85475]],
  "homo_ev": -11.32,
  "homo_lumo_gap_ha": 0.28950,
  "spin_multiplicity": 1,
  "charge": 1
}

{
  "formula": "C28H72Al2B4N4O16",
  "method": "ωB97M-V/def2-TZVPD",
  "symbols": ["Al", "Al", "O", "O", "O", "O", "O", "O", "O", "O", "O", "O", "O", "O", "O", "O", "O", "O", "N", "N", "N", "N", "C", "C", "C", "C", "C", "C", "C", "C", "C", "C", "C", "C", "C", "C", "C", "C", "C", "C", "C", "C", "C", "C", "C", "C", "C", "C", "C", "C", "B", "B", "B", "B", "H", "H", "H", "H", "H", "H", "H", "H", "H", "H", "H", "H", "H", "H", "H", "H", "H", "H", "H", "H", "H", "H", "H", "H", "H", "H", "H", "H", "H", "H", "H", "H", "H", "H", "H", "H", "H", "H", "H", "H", "H", "H", "H", "H", "H", "H", "H", "H", "H", "H", "H", "H", "H", "H", "H", "H", "H", "H", "H", "H", "H", "H", "H", "H", "H", "H", "H", "H", "H", "H", "H", "H"],
  "positions_angstrom": [[-2.48686, 1.33628, -1.07467], [1.41884, -0.48397, 1.57920], [-2.40292, -1.21875, -3.04448], [3.43473, -3.82655, -6.71998], [3.49048, -1.00528, -3.19294], [4.38417, -1.08342, -7.75174], [0.79572, -3.43935, 2.49910], [2.23592, 1.35392, 3.65261], [-3.44392, 3.62855, 0.74730], [3.69598, 1.39764, 1.31366], [2.46761, -2.99787, 0.28237], [3.60377, -0.59744, -5.66040], [1.52594, -0.78545, -4.48299], [2.69785, -0.28949, -1.28425], [0.20008, 0.48466, -2.97375], [-1.85203, 3.92231, -2.79478], [-4.77253, -0.46988, -0.21760], [2.97697, -2.73737, -4.86709], [1.96585, -1.49200, 4.52731], [4.62316, -1.29271, 1.41299], [-2.61528, 1.63693, -4.11966], [-3.35913, 0.86162, 1.84712], [-4.57689, 4.28424, 0.15823], [5.06120, 1.11900, 1.71124], [-3.71525, 3.28860, 2.20467], [1.26258, -0.11188, -3.33907], [1.16661, -3.74216, 3.83743], [2.70264, 0.92038, 4.95812], [-3.24446, -0.70044, -4.11078], [4.84792, -2.54931, 0.67984], [3.65988, -3.51972, 0.89334], [-1.64164, -2.31550, -3.50218], [1.03286, -2.55992, 4.75390], [2.30888, -3.52474, -1.13128], [0.26613, -4.69656, 1.88950], [-1.81795, 2.64826, -4.85698], [1.72350, 2.68136, 3.66972], [-1.95187, 4.06193, -4.20742], [1.94781, -0.40147, 5.41834], [2.55498, -0.44604, -2.46220], [3.45845, -2.80929, -6.05940], [-4.23268, 1.79131, 2.43489], [3.88758, -1.42878, -6.61809], [-5.74870, -1.02581, -1.03181], [-2.58121, 0.38924, -4.90157], [3.73084, 2.36377, 0.14639], [5.50185, -0.26585, 1.03165], [-3.87206, -0.48145, 2.02329], [-5.11023, -0.81005, 1.11655], [-1.87784, 5.17521, -2.24314], [-1.05327, -1.35250, -0.07154], [2.89799, -1.28738, -4.51911], [-0.82407, 0.26623, 3.28866], [0.31694, 2.29326, 0.00123], [-1.83868, 5.27522, -1.15845], [-2.77834, 4.66257, -4.58725], [-0.33411, -4.36443, 1.04244], [5.11509, 1.09810, 2.79971], [3.48867, -3.70264, 1.95416], [-4.05806, -0.65435, 3.08329], [0.92416, -0.10734, 5.65012], [0.88414, 1.93361, 0.84572], [-0.44520, -1.22843, -0.95420], [-1.59053, 0.09231, -5.24575], [2.10645, -4.58686, -0.99334], [-2.66368, 0.80545, 2.57738], [-1.94029, 2.62913, -5.93992], [0.01005, -2.33761, 5.05808], [2.42580, 3.34853, 4.16946], [-0.66048, -2.18245, 0.49516], [-1.69963, 0.48921, 3.87850], [4.89487, -1.61951, 2.32922], [5.36727, -0.22386, -0.04920], [-0.88672, -0.74658, 2.92188], [-0.54707, -5.14090, 2.46341], [-2.78533, 3.38088, 2.76577], [1.37255, -2.95459, 5.71147], [4.87429, -2.35503, -0.39238], [5.79616, -3.03491, 0.91038], [3.98363, -4.42696, 0.38322], [1.13316, -5.33522, 1.72077], [-4.12473, -0.33538, -3.58167], [-5.22951, -1.88198, 1.27415], [-3.52415, -1.46377, -4.83686], [-2.23424, -3.22977, -3.47013], [-1.06591, -2.12050, -4.40695], [3.20156, -3.32965, -1.72554], [-0.91220, -0.44702, 0.49806], [-2.81651, 5.65909, -2.51305], [3.76409, 0.74340, 4.78463], [2.59352, 1.75467, 5.65106], [0.11842, 0.30994, 3.81216], [2.75949, -2.07971, 4.73903], [-1.00896, -2.54204, -2.64398], [2.11874, -0.78493, 6.42425], [0.19354, 1.52905, -0.75043], [2.75484, 2.55644, -0.29903], [-4.71145, 5.25171, 0.64196], [4.30846, 1.94405, -0.67718], [0.74024, 3.15281, -0.49499], [6.46909, -0.62971, 1.37832], [5.84380, 1.86897, 1.59644], [-0.62186, 2.55138, 0.46627], [-1.05708, 5.79504, -2.60406], [-4.41772, 1.57141, 3.48632], [-0.88950, 0.93175, 2.44187], [-3.15953, 0.59602, -5.80205], [1.61781, 3.11412, 2.67490], [-4.50258, 4.62849, -0.87330], [-3.51346, 2.08683, -4.01496], [-5.49586, 3.70779, 0.26468], [-5.76382, -2.10785, -0.90124], [-2.09000, -1.40988, -0.36504], [-5.99964, -0.26592, 1.43434], [4.06412, 3.28095, 0.63201], [-5.24772, 1.58371, 2.09623], [-3.06427, -1.16136, 1.75259], [-5.73481, -0.74568, -2.08511], [0.79948, 2.58267, 4.23941], [0.45143, -4.46056, 4.23808], [-1.05970, 4.64145, -4.44470], [-6.72495, -0.79743, -0.60418], [2.13462, -4.23372, 3.93456], [-4.45088, 3.99424, 2.59070], [1.47098, -3.06987, -1.65960], [-0.79631, 2.39109, -4.57732]],
  "homo_ev": [-10.63, -10.63],
  "homo_lumo_gap_ha": [0.13702, 0.13544],
  "spin_multiplicity": 2,
  "charge": 1
}

{
  "formula": "C28H74Br2Cl4N6O6",
  "method": "ωB97M-V/def2-TZVPD",
  "symbols": ["Br", "Br", "Cl", "Cl", "Cl", "Cl", "O", "O", "O", "O", "O", "O", "N", "N", "N", "N", "N", "N", "C", "C", "C", "C", "C", "C", "C", "C", "C", "C", "C", "C", "C", "C", "C", "C", "C", "C", "C", "C", "C", "C", "C", "C", "C", "C", "C", "C", "H", "H", "H", "H", "H", "H", "H", "H", "H", "H", "H", "H", "H", "H", "H", "H", "H", "H", "H", "H", "H", "H", "H", "H", "H", "H", "H", "H", "H", "H", "H", "H", "H", "H", "H", "H", "H", "H", "H", "H", "H", "H", "H", "H", "H", "H", "H", "H", "H", "H", "H", "H", "H", "H", "H", "H", "H", "H", "H", "H", "H", "H", "H", "H", "H", "H", "H", "H", "H", "H", "H", "H", "H", "H"],
  "positions_angstrom": [[13.85810, -23.51916, 5.82447], [12.55276, -23.70567, 1.38305], [14.15764, -20.49730, 2.18581], [9.59772, -26.09201, 1.54718], [10.54658, -26.96090, 4.14764], [16.43964, -21.75735, 1.05774], [10.40474, -23.14923, 8.52790], [15.90460, -26.19537, 1.85413], [16.60153, -26.12543, 6.92306], [18.01313, -23.34988, 5.25220], [9.91369, -20.85557, 4.37153], [12.12419, -22.51591, -2.98811], [14.59048, -21.24293, -2.98216], [17.02079, -19.79210, 4.68909], [7.47290, -22.27897, 3.73355], [14.48006, -29.13348, 7.27122], [13.52359, -28.85196, 2.63712], [12.51983, -21.49034, 9.11601], [15.94615, -28.59305, 3.31118], [14.86014, -21.07813, 0.68211], [17.45603, -21.15018, 4.33397], [15.58423, -26.85794, 7.54242], [14.11498, -27.42316, 5.53272], [15.77297, -23.37781, -2.81932], [11.02478, -19.75883, 9.86162], [15.10956, -27.96266, 6.58039], [8.76547, -22.36445, 2.99657], [17.22175, -25.19262, 7.80195], [14.88458, -27.15859, 1.58100], [9.78461, -23.65749, 7.40185], [16.17182, -25.37803, 0.75522], [18.74579, -21.08770, 3.56858], [12.71223, -23.48568, 4.24586], [14.44826, -22.66909, -3.16759], [17.50895, -22.07270, 5.52740], [10.84822, -26.98278, 2.40424], [14.65216, -27.90673, 2.85731], [13.21554, -23.19682, -2.46721], [17.23564, -24.08385, 4.35178], [9.58168, -21.11517, 3.04233], [10.94459, -22.73039, -2.23055], [8.53604, -22.86765, 1.59348], [10.66349, -19.66859, 4.49937], [11.18093, -21.24520, 9.67136], [13.52260, -23.98281, 3.07501], [10.12983, -21.77777, 8.71538], [15.81361, -29.25790, 4.16581], [11.83149, -24.09671, 4.43640], [7.98375, -23.79582, 1.54611], [16.19504, -23.73970, 4.28850], [17.64296, -24.02356, 3.32652], [14.33149, -27.19530, 3.62033], [9.00146, -20.28314, 2.60502], [7.71255, -21.90171, 4.66055], [13.71817, -28.77386, 7.86316], [13.23506, -26.95856, 5.97140], [12.35015, -22.47063, 4.16124], [9.40909, -22.85638, 0.94401], [10.62778, -23.78810, -2.21681], [16.00260, -28.29506, 6.04646], [13.98913, -26.58188, 1.27736], [18.20224, -21.67164, 6.27993], [17.87855, -25.68397, 8.52707], [10.98457, -19.52793, 5.53135], [14.99152, -20.27596, -0.02185], [15.91561, -27.35654, 8.46891], [16.25293, -19.83316, 5.36169], [13.30528, -22.98817, -1.38585], [17.25043, -25.13383, 4.64065], [13.83970, -28.27399, 4.90803], [17.77830, -19.31984, 5.18972], [16.46972, -24.58158, 8.33953], [14.63840, -26.68465, 4.91605], [13.82478, -20.73950, -3.40903], [16.05295, -23.17601, -1.77736], [11.53585, -19.65079, 3.82941], [19.18701, -22.06885, 3.38691], [16.29243, -26.00243, -0.13850], [6.93500, -21.48781, 3.34283], [14.33713, -22.92850, -4.24626], [14.40297, -23.36477, 2.96099], [12.43548, -22.37783, 8.60669], [7.84058, -22.14765, 1.10590], [14.76567, -26.16482, 7.78773], [16.66716, -27.83378, 3.64996], [15.37300, -24.65002, 0.55199], [10.49974, -21.25805, 2.44545], [9.10458, -21.70771, 9.11975], [10.22688, -23.24699, 6.48591], [9.89301, -24.73938, 7.38258], [11.83078, -26.58260, 2.18405], [15.15999, -27.83669, 0.75266], [17.78414, -24.46995, 7.20916], [11.08225, -21.76892, 10.62314], [19.45673, -20.41883, 4.06198], [17.07101, -24.82065, 0.99805], [13.20009, -24.27824, -2.65746], [10.85901, -28.00958, 2.06590], [15.47663, -20.87222, -3.27327], [16.40992, -29.15170, 2.49389], [16.57704, -22.90294, -3.38861], [18.60120, -20.68678, 2.56092], [12.67021, -20.82061, 8.35404], [15.13270, -29.49827, 7.97667], [16.67685, -21.54119, 3.66829], [15.79599, -24.44540, -3.01560], [11.89542, -19.38321, 10.39652], [13.68513, -25.04519, 3.20055], [10.06046, -18.76677, 4.26245], [14.20592, -21.84684, 0.31192], [11.08611, -22.42855, -1.18271], [10.09831, -19.48822, 10.36016], [10.15601, -21.20646, 7.77270], [9.29030, -23.16032, 3.55553], [16.51077, -22.12901, 5.99769], [10.14743, -22.17112, -2.71690], [8.71120, -23.42373, 7.41301], [11.04619, -19.28589, 8.87102], [13.64862, -29.39803, 1.78182], [13.49240, -29.56806, 3.35815]],
  "homo_ev": -8.94,
  "homo_lumo_gap_ha": 0.34939,
  "spin_multiplicity": 1
}